[1]
10
Properties=species:S:1:pos:R:3:forces:R:3:lowdin_charge:R:1 method="wB97M-V/def2-TZVPD" de_lowest_kcal_mol=16.45 homo_ev=-10.681 smiles="N#CCNC=O" orbital_gap_ev=11.25 total_charge=0
O -1.5630 -0.4810 1.3843 0.1 0.4 -0.2 0.030
N -0.3486 0.6548 -0.1746 0.0 0.1 0.1 0.013
N 2.7861 -0.7814 0.2371 -1.0 0.1 -0.4 0.142
C -1.2417 0.5607 0.8554 -0.1 -0.2 0.0 -0.348
C 0.3277 -0.5207 -0.6669 0.0 -0.1 -0.1 -0.175
C 1.7027 -0.6662 -0.1487 0.9 -0.1 0.3 -0.187
H -0.0878 1.5636 -0.5251 0.0 -0.1 0.1 0.138
H -1.6576 1.5423 1.1435 0.0 -0.1 0.0 0.134
H 0.3674 -0.5127 -1.7604 0.0 0.0 0.2 0.128
H -0.2596 -1.3856 -0.3461 0.1 0.1 -0.1 0.125


[2]
12
Properties=species:S:1:pos:R:3:forces:R:3:lowdin_charge:R:1 method="wB97M-V/def2-TZVPD" de_lowest_kcal_mol=16.96 homo_ev=-11.044 smiles=O.O.O.O orbital_gap_ev=11.49 total_charge=0
O 1.2508 -0.7980 -0.9191 -2.9 1.0 3.1 -0.067
O -1.4801 0.5355 -0.7883 1.3 -1.3 -1.7 -0.086
O 0.7979 1.4777 0.6592 -0.1 0.1 -0.7 -0.047
O -0.5287 -1.1358 1.2296 -1.1 0.2 -0.6 -0.090
H 0.1148 -1.6559 0.7340 -0.1 0.1 -0.1 0.019
H 0.9152 0.8941 1.4062 -0.1 -0.3 0.5 0.045
H -2.2342 0.0823 -1.1862 -0.3 0.4 0.1 0.067
H -0.7291 0.0988 -1.3226 -1.1 0.9 1.2 0.083
H -1.1979 -0.8209 0.5533 1.3 -0.5 1.1 0.030
H -0.1247 1.3235 0.3996 0.0 0.3 0.3 0.014
H 1.8414 -0.6562 -1.5932 2.3 0.6 -2.4 -0.005
H 1.0955 0.0987 -0.4426 0.9 -1.5 -0.7 0.037


[3]
137
Properties=species:S:1:pos:R:3:forces:R:3:lowdin_charge:R:1 method="wB97M-V/def2-TZVPD" homo_ev=-9.597 smiles="CCOS(C)(=O)=O.CCOS(C)(=O)=O.CCOS(C)(=O)=O.c1ccccc1.CCCCCC.CCCCCC.CCCCCC.CCCCCC" orbital_gap_ev=9.71 total_charge=0
S -0.5635 -4.7810 3.1860 0.9 -0.2 0.2 0.601
S -4.9262 -0.4076 4.1463 0.0 0.3 -0.1 0.588
S -6.2296 -2.6911 -1.2183 -0.1 0.1 0.7 0.584
O -3.5693 -0.2294 4.9795 -0.6 0.0 -0.4 -0.246
O -7.3470 -1.9325 -0.7190 0.3 -0.4 -0.4 -0.282
O -1.3762 -3.6487 3.5306 0.3 -0.6 -0.1 -0.275
O -1.1314 -5.9684 2.6132 0.1 0.5 0.1 -0.271
O 0.5692 -4.1811 2.2214 -0.6 -0.3 0.5 -0.269
O -5.8059 0.6440 4.5649 0.5 -0.5 0.0 -0.270
O -4.5901 -0.5343 2.7505 -0.2 -0.3 0.5 -0.296
O -6.4553 -3.8089 -2.1007 0.1 0.6 0.1 -0.283
O -5.1747 -1.6726 -1.8581 -0.4 -0.4 0.2 -0.297
C 4.7212 -1.6564 -1.9396 0.7 1.0 -0.1 -0.097
C 0.4087 -5.2994 4.6160 -0.4 0.2 -0.4 -0.108
C 1.9974 3.6747 0.8392 -0.2 -0.7 0.4 -0.216
C 2.7932 5.7421 -0.5910 -0.7 -0.9 -1.0 -0.106
C -5.5298 -1.0677 -3.1272 0.4 -0.1 -0.4 -0.229
C 4.4563 -3.5144 -3.4155 -0.2 -0.4 0.4 -0.099
C -5.1942 -3.2214 0.1367 -0.4 0.5 -0.7 -0.099
C 5.1976 -2.8539 -2.4344 -0.5 -0.6 -0.6 -0.092
C 3.4409 2.7409 2.8060 -0.1 -1.0 0.1 -0.264
C 2.3522 2.6477 -2.8823 -0.5 0.1 -0.1 -0.105
C -6.5402 1.2706 0.4162 0.5 -1.3 -0.5 -0.106
C 1.6136 -5.0782 1.7995 0.7 -0.4 0.1 -0.255
C 2.9684 4.8207 0.6274 0.2 1.1 0.0 -0.262
C -2.4871 -1.1328 4.6421 -0.3 -0.9 -0.1 -0.288
C 4.8094 2.5800 -2.2715 -0.4 -0.3 0.0 -0.228
C -2.4090 2.2714 -2.2898 0.1 1.1 -0.9 -0.264
C 2.3581 -4.4174 0.6656 -0.5 0.4 -1.7 -0.051
C -1.2445 -0.6916 5.3594 0.4 -0.2 -0.2 -0.055
C 7.2431 2.2332 -1.5824 0.2 -0.6 0.8 -0.277
C -4.4812 1.8040 -0.9089 -0.1 0.4 -0.2 -0.230
C 1.9808 -0.2154 0.6245 0.2 -0.3 0.2 -0.099
C 7.4953 3.6170 -0.9880 -0.5 0.0 -0.5 -0.106
C -5.5471 -1.9694 4.7714 0.0 0.3 -0.9 -0.109
C 6.2091 2.1393 -2.6872 0.0 0.5 -0.6 -0.227
C 0.8832 -0.8549 1.4681 0.3 0.0 0.0 -0.249
C 3.4927 2.5845 4.3255 0.2 0.3 0.2 -0.113
C 2.7878 -1.8030 -3.3371 -0.2 0.3 -0.6 -0.086
C -4.6301 -1.6667 -4.1962 -0.8 -0.4 -0.2 -0.057
C 3.2403 -3.0126 -3.8519 -0.2 -0.1 0.7 -0.092
C 3.7817 2.5911 -3.4097 0.3 -0.3 0.2 -0.251
C -3.8510 2.6688 -2.0079 -0.2 -0.4 0.2 -0.225
C -1.8972 -2.3561 -1.9598 1.1 -0.3 -0.3 -0.093
C -6.0006 1.9665 -0.8362 0.3 -0.3 0.9 -0.254
C 3.5590 -1.0814 -2.4414 -0.1 -0.5 0.1 -0.109
C -2.1511 -1.2650 -0.9455 -0.1 1.1 -0.2 -0.255
C -0.2289 -1.5109 0.6724 -0.5 -0.4 0.0 -0.228
C -0.9338 -0.5761 -0.3159 0.0 -0.6 0.7 -0.195
C 2.0649 3.1549 2.2933 0.0 0.7 0.0 -0.221
C -1.7304 3.2366 -3.2901 -0.3 -0.4 0.2 -0.103
H 1.7743 5.7256 -0.9988 -0.1 0.1 0.4 0.070
H -1.8558 2.2885 -1.3496 0.1 -0.4 0.0 0.103
H 6.1568 1.1122 -3.0601 0.0 -0.1 0.1 0.104
H -6.5711 -1.2630 -3.3869 0.0 0.0 0.2 0.122
H -2.7144 -0.4531 -1.4070 -0.2 -0.3 -0.2 0.059
H 8.1977 1.7728 -1.8548 -0.1 0.2 -0.4 0.102
H 6.5219 2.7311 -3.5579 0.1 0.1 0.1 0.117
H -0.3353 -5.6720 5.3170 0.1 0.2 0.2 0.073
H 2.3781 -0.9187 -0.1101 -0.1 0.0 0.0 0.051
H -0.9352 -2.0006 1.3563 -0.3 0.6 0.2 0.097
H 2.8622 5.4795 1.4980 0.1 -0.2 0.1 0.111
H -5.4093 0.0037 -2.9778 0.1 0.0 -0.1 0.100
H 1.6517 2.9972 -3.6437 0.1 -0.1 -0.1 0.062
H -4.0648 2.0093 0.0836 0.1 0.3 -0.1 0.121
H 4.2615 3.3703 2.4652 -0.1 0.2 0.0 0.097
H -6.0724 1.5960 1.3460 -0.6 0.7 0.0 0.067
H 2.2199 3.3329 -2.0430 0.3 0.1 0.0 0.046
H 3.9536 1.6734 -3.9821 -0.3 0.0 -0.1 0.101
H -1.3449 -0.6372 6.4423 -0.3 0.1 0.0 0.082
H -0.8878 0.2595 4.9661 0.0 0.1 0.1 0.082
H 0.9661 4.0118 0.6994 0.1 0.1 -0.2 0.114
H 6.5869 3.9793 -0.5019 0.2 0.0 0.3 0.054
H 3.9486 3.4114 -4.1109 0.2 0.1 0.1 0.109
H 0.0756 -2.4155 0.1293 0.7 0.3 -0.1 0.092
H -3.8981 3.7377 -1.7776 0.0 0.0 0.3 0.114
H -6.2574 3.0271 -0.7779 0.0 0.1 -0.2 0.107
H -1.5343 -1.9715 -2.9201 -0.2 0.3 0.1 0.070
H -0.6768 2.9753 -3.3923 0.0 0.2 -0.1 0.043
H 4.7712 -4.4997 -3.7405 0.1 0.1 -0.1 0.099
H 6.9063 1.5783 -0.7638 -0.1 0.1 0.0 0.102
H -4.3156 -3.5982 -0.3816 0.2 -0.1 0.5 0.062
H -4.1983 0.7626 -1.0746 -0.3 -0.1 -0.2 0.076
H 2.1223 -3.3533 0.5809 0.3 0.1 0.6 0.060
H -1.3339 0.2928 0.2167 0.2 0.1 0.1 0.112
H 1.3929 2.3071 2.4482 -0.1 0.0 -0.2 0.097
H -3.5767 -1.4253 -4.1012 0.0 0.2 0.1 0.061
H -4.4782 2.5595 -2.9012 0.2 -0.1 -0.2 0.113
H 2.5778 -3.6326 -4.4421 0.2 0.2 -0.4 0.102
H 5.3243 -1.0581 -1.2623 -0.1 -0.2 0.2 0.102
H -2.3672 1.3060 -2.7974 0.0 -0.3 0.6 0.099
H -0.1783 -0.2005 -1.0118 -0.3 -0.1 -0.4 0.106
H 2.1332 2.8319 0.1575 0.2 0.2 -0.2 0.075
H -4.9070 -2.7618 4.3869 0.2 0.0 0.4 0.063
H -5.0141 -1.4224 -5.1896 0.2 0.4 0.0 0.082
H -5.7197 -3.9790 0.7094 -0.1 -0.2 -0.2 0.077
H -2.7686 -1.5936 -0.1059 0.0 -0.2 -0.1 0.100
H 2.8085 0.0469 1.2864 0.1 0.2 -0.1 0.064
H 1.6542 3.9745 2.8965 0.2 -0.1 0.2 0.112
H 3.4347 -4.5606 0.6277 0.0 0.0 0.5 0.081
H -2.2103 3.1302 -4.2654 0.1 0.0 -0.1 0.072
H 1.6529 0.6843 0.1029 0.0 0.0 0.0 0.055
H -4.7663 -2.7501 -4.1469 0.3 0.0 0.1 0.081
H -7.6247 1.1822 0.3764 -0.1 0.5 0.6 0.075
H -6.2090 0.2220 0.4352 -0.1 0.0 -0.4 0.046
H 1.0895 -6.1115 4.3746 -0.2 0.0 -0.3 0.065
H 6.0952 -3.3559 -2.0993 0.1 0.4 0.2 0.100
H 1.8492 -1.3921 -3.6943 0.0 0.0 0.1 0.103
H 3.6259 1.7392 2.4012 0.2 0.1 -0.2 0.086
H 1.1922 -6.0517 1.5464 -0.2 0.1 -0.2 0.121
H -1.8267 4.2837 -3.0003 0.1 0.0 0.1 0.070
H -2.3629 -1.2414 3.5631 0.1 0.7 0.0 0.100
H 4.3435 1.9899 4.6650 0.1 0.0 -0.2 0.066
H -2.7486 -2.9918 -2.1934 -0.1 0.0 0.2 0.058
H 2.3125 -5.2655 2.6209 -0.2 0.3 0.2 0.112
H 7.7091 4.3543 -1.7666 0.2 -0.1 0.0 0.076
H -1.0479 -2.9763 -1.6505 -0.3 -0.3 0.2 0.065
H 0.4873 -0.0687 2.1208 -0.2 -0.1 0.0 0.100
H 4.0079 4.4866 0.6177 -0.1 -0.2 0.2 0.088
H 4.4453 1.8508 -1.5346 0.0 0.1 0.2 0.106
H -5.0198 -2.3532 0.7704 0.3 0.0 -0.1 0.052
H 1.3483 -1.5952 2.1260 -0.1 0.0 0.0 0.094
H 3.6037 3.5578 4.8110 -0.2 0.0 0.0 0.071
H 8.3211 3.5711 -0.2826 0.0 0.2 0.1 0.069
H 0.9819 -4.4529 4.9845 -0.2 0.1 0.1 0.075
H -2.7940 -2.1498 4.9107 0.1 0.2 0.5 0.095
H -5.6367 -1.8939 5.8488 0.1 -0.2 0.0 0.076
H 3.0376 6.7852 -0.4115 0.2 0.0 0.1 0.066
H -0.4740 -1.4456 5.1783 0.0 0.1 -0.2 0.072
H 4.7787 3.5533 -1.7750 0.3 0.0 0.0 0.090
H 2.6021 2.0962 4.7264 -0.1 0.1 -0.1 0.068
H -6.5161 -2.1475 4.3053 -0.1 0.3 0.1 0.076
H -6.4839 1.5406 -1.7176 0.0 0.1 -0.1 0.096
H 3.2243 -0.1196 -2.0792 0.0 0.0 0.0 0.070
H 1.9827 1.6807 -2.5301 0.1 -0.1 0.0 0.057
H 2.0091 -4.7395 -0.3255 -0.1 -0.4 0.3 0.086
H 3.3572 5.3695 -1.4522 0.3 0.2 0.2 0.049


[4]
10
Properties=species:S:1:pos:R:3:forces:R:3:lowdin_charge:R:1 method="wB97M-V/def2-TZVPD" de_lowest_kcal_mol=37.11 homo_ev=-2.996 smiles=Cn1nnc([O-])n1 orbital_gap_ev=6.68 total_charge=-1
O -3.2008 -0.8569 -0.0519 6.2 2.5 0.8 -0.379
N -1.6696 1.1300 -0.0608 1.2 -1.4 0.9 0.010
N -0.3622 1.2827 -0.0010 -0.4 0.1 -1.1 -0.038
N -0.6746 -0.9095 0.1604 -1.1 -0.1 -0.5 0.085
N 0.1810 0.0849 0.0099 1.4 1.9 1.4 -0.306
C -1.8571 -0.2529 0.0682 -6.3 -2.2 -1.1 -0.517
C 1.6579 -0.0410 -0.0107 -3.2 -2.0 0.0 -0.014
H 1.9615 0.3935 -0.8920 1.0 0.9 -1.9 0.046
H 1.7509 -1.0997 -0.0292 0.5 -1.0 -0.4 0.065
H 2.2130 0.2689 0.8072 0.5 1.2 1.9 0.048


[5]
4
Properties=species:S:1:pos:R:3:forces:R:3:lowdin_charge:R:1 method="wB97M-V/def2-TZVPD" de_lowest_kcal_mol=1.22 s2=0.753 homo_ev="-12.905 / -17.091" orbital_gap_ev="6.04 / 10.40" spin_multiplicity=2 total_charge=+1
Sn -2.0905 0.3817 -1.1164 0.6 -0.3 0.3 1.029
O 0.4052 -0.3770 0.3003 -1.1 0.2 -0.6 -0.143
H 0.4894 0.2295 1.0361 0.1 0.1 0.5 0.054
H 1.1959 -0.2342 -0.2200 0.4 -0.1 -0.3 0.060


[6]
53
Properties=species:S:1:pos:R:3:forces:R:3:lowdin_charge:R:1 method="wB97M-V/def2-TZVPD" de_lowest_kcal_mol=10.53 s2=0.755 homo_ev="-18.197 / -18.197" orbital_gap_ev="6.91 / 5.59" spin_multiplicity=2 total_charge=+3
Ir 0.4940 0.1539 0.1099 0.0 0.0 -0.1 1.096
Br 2.9855 -1.3470 1.2967 0.0 0.0 0.0 0.941
As -1.0364 -1.0272 1.6590 0.0 0.0 0.0 1.117
As -1.1477 -0.5409 -1.5874 0.0 0.1 0.0 1.095
O -0.4285 1.7617 0.3828 0.0 0.0 0.1 -0.256
O -0.3722 3.7616 1.3988 0.0 0.0 0.0 0.263
N 1.8464 0.5890 -1.4860 0.0 0.0 0.1 -0.140
N 1.7589 1.0129 1.5087 0.0 0.0 0.0 -0.141
C 3.6843 1.0283 2.8770 0.0 0.0 0.0 -0.002
C 2.2174 2.9598 2.7694 0.0 0.0 0.0 0.086
C -4.8918 -2.1922 -0.7281 0.0 0.0 0.0 -0.007
C -0.5499 -1.8145 -2.9013 0.0 0.0 0.0 -0.220
C 1.9959 1.8709 -1.8750 0.0 0.0 0.0 -0.099
C 3.6249 1.2377 -3.5004 0.0 0.0 0.0 0.021
C -4.8398 -2.3851 0.6465 0.0 0.0 0.0 -0.010
C 0.1667 2.7288 1.2537 0.0 0.0 0.0 -0.430
C 3.4603 -0.0825 -3.1041 0.0 0.0 0.0 0.005
C -0.2996 -2.6361 2.4131 0.0 0.0 0.0 -0.231
C -2.6162 -1.4915 0.6841 0.0 0.0 0.0 -0.408
C -3.8068 -1.6486 -1.4038 0.0 0.0 0.0 -0.062
C -3.7013 -2.0373 1.3614 0.0 0.0 0.0 -0.066
C -2.6655 -1.2962 -0.6941 0.1 0.0 0.1 -0.404
C -1.5136 0.1323 3.1205 0.0 0.0 0.0 -0.203
C 2.8760 2.2254 -2.8763 0.0 0.0 0.0 0.007
C -1.7352 1.0205 -2.5455 0.0 0.0 0.0 -0.210
C 1.4357 2.2548 1.8830 0.0 0.0 0.0 -0.178
C 2.5636 -0.3718 -2.0970 0.0 0.0 0.0 -0.158
C 3.3619 2.3253 3.2642 0.0 0.0 0.0 0.049
C 2.8316 0.4075 1.9814 0.0 0.0 0.0 -0.662
H 2.9652 3.2653 -3.1589 0.0 0.0 0.0 0.138
H 1.3849 2.6155 -1.3820 0.0 0.0 0.0 0.120
H 1.9435 3.9644 3.0647 0.0 0.0 0.0 0.156
H 0.5287 -2.3976 3.0765 0.0 0.0 0.0 0.035
H -2.0642 1.7765 -1.8361 0.0 0.0 0.0 0.048
H -3.8670 -1.5048 -2.4761 0.0 0.0 0.0 0.120
H 0.0224 -3.3117 1.6233 0.0 0.0 0.0 0.050
H -0.9179 1.4022 -3.1562 0.0 0.0 0.0 0.046
H -3.6790 -2.1946 2.4335 0.0 0.0 0.0 0.119
H -5.6894 -2.8080 1.1656 0.0 0.0 0.0 0.135
H -1.1017 -3.1079 2.9829 0.0 0.0 0.0 0.063
H -1.3939 -2.0518 -3.5489 0.0 0.0 0.0 0.060
H 4.0055 2.8454 3.9624 0.0 0.0 0.0 0.148
H -2.2000 -0.4156 3.7671 0.0 0.0 0.0 0.063
H -0.2078 -2.7261 -2.4147 0.0 0.0 0.0 0.052
H -5.7829 -2.4652 -1.2770 0.0 0.0 0.0 0.135
H -2.5649 0.7375 -3.1926 0.0 0.0 0.0 0.059
H 4.3233 1.4923 -4.2870 0.0 0.0 0.0 0.142
H 0.2452 -1.3796 -3.5041 0.0 0.0 0.0 0.038
H 4.5616 0.5235 3.2583 0.0 0.0 0.0 0.141
H 4.0173 -0.8855 -3.5666 0.0 0.0 0.0 0.138
H 2.4059 -1.3908 -1.7677 0.0 0.0 0.0 0.097
H -0.6249 0.3977 3.6916 0.0 0.0 0.0 0.050
H -2.0088 1.0198 2.7309 0.0 0.0 0.0 0.056


E for every record listed, in sequence, given in hartree: -301.46101; -305.75218; -3409.24018; -372.23361; -290.40840; -8223.52344.
M for every record listed, in sequence, given in g/mol: 84.08; 72.06; 795.31; 99.07; 136.73; 758.40.